Density functional theory data (ωB97M-V with the def2-TZVPD basis set) for a structure of composition C24H18BrNO5RhSTe in a non-equilibrium geometry.

For the LUMO energy (spin up / spin down), the calculation gives 0.80 / 1.20 eV. The HOMO-LUMO gap (spin up / spin down) is 5.815 / 6.208 eV. The calculation puts the energy at -128087.485 eV. For the energy above the lowest of the compared OMol25 structures with the same formula, charge and spin, the calculation gives 56.2 kcal/mol. Its net charge is -1.

XYZ file:
```
52
C24H18BrNO5RhSTe | the OMol25 dataset | ωB97M-V with the def2-TZVPD basis set
Rh -1.30 -0.12 -0.33
Br -3.17 -2.05 -0.10
C -1.72 -3.31 -0.37
C -1.83 -4.56 0.18
C -0.76 -5.45 0.05
C 0.35 -5.11 -0.66
C 0.45 -3.84 -1.28
C 1.57 -3.48 -2.05
C 1.65 -2.24 -2.63
C 0.64 -1.30 -2.42
C -0.46 -1.57 -1.62
C -0.58 -2.88 -1.09
H -2.72 -4.84 0.72
H -0.84 -6.42 0.52
H 1.19 -5.79 -0.76
H 2.35 -4.22 -2.20
H 2.50 -1.98 -3.25
H 0.70 -0.33 -2.92
O 1.20 6.11 0.24
C 1.25 5.80 -0.95
O 1.65 6.34 -1.97
C 0.67 4.35 -1.17
C 1.53 3.26 -1.19
C 0.99 1.99 -1.25
N -0.33 1.78 -1.23
C -1.15 2.83 -1.23
C -0.69 4.14 -1.22
C -2.66 2.52 -1.13
O -3.46 3.38 -1.45
O -2.92 1.37 -0.67
H 2.60 3.40 -1.17
H 1.61 1.11 -1.28
H -1.40 4.95 -1.23
C -4.09 1.46 2.37
C -2.72 1.00 2.74
C -2.12 1.56 4.01
O -2.11 0.17 2.08
H -4.82 1.04 3.06
H -4.32 1.14 1.36
H -4.14 2.55 2.44
H -2.63 2.45 4.33
H -1.06 1.76 3.85
H -2.18 0.80 4.79
Te 0.51 -0.39 1.62
C 2.49 -0.80 0.98
C 3.50 0.05 0.65
C 4.72 -0.60 0.36
C 4.63 -1.95 0.47
S 3.05 -2.44 0.94
H 3.40 1.12 0.63
H 5.62 -0.07 0.07
H 5.40 -2.69 0.33
```



Density functional theory data (ωB97M-V with the def2-TZVPD basis set) for a structure of composition C42H92As3F18N4 in a non-equilibrium geometry.

For the LUMO energy, the calculation gives -2.05 eV. The HOMO-LUMO gap is 11.100 eV. The calculation puts the energy at -282441.822 eV. Its net charge is +1.

XYZ file:
```
159
C42H92As3F18N4 | the OMol25 dataset | ωB97M-V with the def2-TZVPD basis set
C 2.27 -1.82 -1.46
C 1.74 -2.93 -0.54
C 2.86 -3.22 0.44
N 2.39 -4.14 1.66
C 1.89 -5.50 1.06
C 1.65 -6.49 2.18
C 2.92 -6.76 2.99
C 3.41 -5.48 3.61
C 3.67 -4.35 2.54
C 1.34 -3.50 2.49
H 3.17 -2.24 -1.99
H 2.61 -0.96 -0.91
H 1.55 -1.46 -2.19
H 1.62 -3.84 -1.14
H 0.79 -2.60 -0.09
H 3.20 -2.33 0.98
H 3.73 -3.71 -0.01
H 2.72 -5.77 0.38
H 1.03 -5.26 0.47
H 1.31 -7.41 1.72
H 0.85 -6.19 2.84
H 3.68 -7.06 2.25
H 2.87 -7.60 3.69
H 4.32 -5.63 4.15
H 2.66 -5.14 4.37
H 4.44 -4.71 1.86
H 3.96 -3.38 2.92
H 1.55 -2.44 2.56
H 1.34 -3.98 3.45
H 0.37 -3.73 2.04
C -0.76 -2.42 7.75
C 0.13 -2.23 6.55
C -0.42 -1.29 5.49
C -0.51 0.09 6.20
N -1.17 1.20 5.47
C -0.22 1.64 4.35
C 0.25 3.06 4.74
C -0.93 3.62 5.54
C -1.31 2.40 6.40
C -2.51 0.76 4.92
C -3.45 1.87 4.45
C -4.66 1.30 3.71
H -0.42 -1.76 8.55
H -0.73 -3.46 8.12
H -1.81 -2.18 7.54
H 0.40 -3.20 6.13
H 1.08 -1.82 6.88
H -1.40 -1.70 5.24
H 0.17 -1.34 4.58
H 0.50 0.40 6.46
H -1.05 0.03 7.15
H -0.71 1.57 3.40
H 0.65 0.97 4.30
H 0.38 3.78 3.93
H 1.17 3.09 5.30
H -1.77 3.96 4.93
H -0.73 4.46 6.19
H -2.33 2.31 6.74
H -0.61 2.33 7.23
H -2.98 0.24 5.77
H -2.43 0.05 4.11
H -2.88 2.53 3.82
H -3.80 2.38 5.36
H -5.24 0.60 4.28
H -4.28 0.82 2.83
H -5.38 2.08 3.54
C -1.89 0.29 -3.06
C -0.77 -0.62 -3.52
C -0.68 -1.01 -4.99
C 0.21 -2.19 -5.14
N 0.42 -2.59 -6.54
C 1.45 -3.75 -6.76
C 2.72 -3.08 -7.25
C 2.17 -2.00 -8.16
C 1.05 -1.42 -7.35
C -0.90 -3.02 -7.17
C -1.59 -4.17 -6.51
C -2.66 -4.81 -7.43
H -1.96 1.25 -3.57
H -1.90 0.49 -1.99
H -2.87 -0.13 -3.35
H -0.78 -1.58 -3.05
H 0.18 -0.17 -3.26
H -0.24 -0.17 -5.52
H -1.69 -1.30 -5.27
H -0.24 -3.04 -4.71
H 1.25 -2.03 -4.90
H 1.01 -4.40 -7.51
H 1.49 -4.34 -5.86
H 3.32 -3.83 -7.79
H 3.21 -2.68 -6.37
H 1.88 -2.45 -9.11
H 2.79 -1.13 -8.36
H 0.26 -0.92 -7.92
H 1.52 -0.72 -6.61
H -0.72 -3.24 -8.22
H -1.54 -2.15 -7.15
H -2.10 -3.79 -5.62
H -0.89 -4.93 -6.15
H -3.19 -5.62 -6.91
H -2.14 -5.26 -8.28
H -3.30 -4.03 -7.81
C -4.79 3.47 0.49
C -3.35 3.70 1.05
C -2.27 3.31 0.05
C -1.00 3.92 0.60
N 0.17 3.88 -0.38
C 0.49 2.47 -0.80
C 1.92 2.44 -1.39
C 2.52 3.69 -0.69
C 1.45 4.23 0.24
C -0.17 4.75 -1.58
C -0.29 6.28 -1.40
C -0.30 7.05 -2.74
H -4.94 2.47 0.03
H -4.95 4.22 -0.28
H -5.56 3.55 1.25
H -3.14 3.06 1.92
H -3.44 4.75 1.32
H -2.49 3.67 -0.94
H -2.19 2.23 0.09
H -0.65 3.30 1.43
H -1.20 4.96 0.80
H -0.25 2.16 -1.54
H 0.44 1.79 0.06
H 1.98 2.34 -2.47
H 2.44 1.55 -1.02
H 2.78 4.44 -1.47
H 3.42 3.47 -0.14
H 1.57 5.29 0.48
H 1.45 3.76 1.20
H -1.15 4.35 -1.85
H 0.58 4.56 -2.35
H 0.49 6.63 -0.71
H -1.23 6.47 -0.92
H 0.67 7.02 -3.18
H -0.79 8.02 -2.63
H -0.91 6.52 -3.47
As -1.68 -1.20 1.12
F -2.08 0.47 1.59
F -2.92 -1.85 2.17
F -1.23 -2.87 0.71
F -0.38 -0.57 0.10
F -0.54 -1.20 2.47
F -2.74 -1.16 -0.24
As 3.80 -0.05 -4.57
F 2.06 -0.14 -4.26
F 3.82 -1.78 -4.75
F 5.61 -0.09 -4.97
F 3.70 1.70 -4.32
F 4.25 -0.30 -2.90
F 3.32 0.15 -6.23
As -1.04 6.74 3.43
F -1.94 7.15 4.96
F 0.27 5.93 4.30
F -0.12 6.38 2.02
F -2.37 7.44 2.44
F -0.19 8.36 3.52
F -1.92 5.27 3.30
```



Density functional theory data (ωB97M-V with the def2-TZVPD basis set) for a structure of composition C13H37Cl4O14P3 in a non-equilibrium geometry.

For the LUMO energy, the calculation gives 0.33 eV. The HOMO-LUMO gap is 10.467 eV. The calculation puts the energy at -120705.215 eV. For the energy above the lowest of the compared OMol25 structures with the same formula, charge and spin, the calculation gives 84.7 kcal/mol.

XYZ file:
```
71
C13H37Cl4O14P3 | the OMol25 dataset | ωB97M-V with the def2-TZVPD basis set
C 2.02 -6.64 1.12
O 0.84 -6.84 1.80
P 0.65 -6.93 3.40
O -0.57 -7.69 3.72
O 2.06 -7.40 4.03
C 2.26 -7.62 5.37
O 0.60 -5.29 3.75
C -0.71 -4.68 3.87
H 2.14 -7.48 0.44
H 2.89 -6.62 1.77
H 1.75 -5.70 0.63
H 2.34 -6.66 5.88
H 3.20 -8.15 5.56
H 1.42 -8.14 5.83
H -1.19 -4.39 2.94
H -0.43 -3.71 4.30
H -1.40 -5.33 4.40
C 3.63 3.29 6.66
O 4.64 2.72 5.83
P 4.63 3.06 4.25
O 3.39 2.68 3.48
O 6.05 2.46 3.62
C 6.10 1.26 2.80
O 4.95 4.69 4.31
C 6.08 5.21 4.97
H 3.86 3.52 7.70
H 2.84 2.53 6.68
H 3.12 4.16 6.27
H 6.74 0.43 3.10
H 6.40 1.61 1.82
H 5.08 0.90 2.70
H 6.59 4.39 5.47
H 5.68 5.91 5.71
H 6.76 5.72 4.28
C -5.23 3.91 -1.74
O -5.92 2.93 -2.46
P -6.32 3.11 -4.03
O -5.49 4.10 -4.74
O -7.95 3.27 -4.16
C -8.46 3.16 -5.42
O -6.16 1.57 -4.69
C -6.84 0.48 -4.05
H -4.58 4.51 -2.38
H -4.58 3.47 -0.99
H -6.01 4.44 -1.17
H -7.84 3.56 -6.22
H -9.35 3.78 -5.30
H -8.70 2.11 -5.53
H -6.13 -0.35 -3.95
H -7.54 0.16 -4.82
H -7.35 0.84 -3.16
C -0.46 -0.96 -1.49
C 0.16 -0.07 -0.34
O -0.71 0.24 0.70
O -1.68 -0.46 -1.91
H -0.61 -2.02 -1.29
H 0.17 -0.91 -2.37
H 0.48 0.89 -0.74
H 1.17 -0.44 -0.15
H -0.27 1.02 1.05
H -2.30 -0.69 -1.22
C 4.31 1.53 -5.22
Cl 3.19 2.81 -5.05
Cl 5.32 1.69 -3.79
H 3.81 0.57 -5.28
H 4.87 1.82 -6.11
C -1.52 1.03 -7.94
Cl -2.63 -0.01 -8.84
Cl 0.08 0.75 -8.69
H -1.86 2.05 -8.12
H -1.49 0.85 -6.87
```